1.
43
Properties=species:S:1:pos:R:3:forces:R:3 method="wB97M-V/def2-TZVPD" s2=2.009 multiplicity=3 homo_energy_ha="-0.403 / -0.402" charge=+1
Pt -0.296181 -1.260605 -0.454323 0.939 0.362 0.035
O 1.639119 -1.159705 -1.324323 -0.855 -0.863 -0.150
N -4.480081 -0.982905 -0.574623 0.223 0.134 -0.013
N -2.373881 -1.508305 -0.769223 0.260 0.570 0.234
N 1.932819 0.734695 -0.097923 1.314 1.205 -0.383
N 0.866519 0.379195 0.545277 -1.790 -1.497 0.140
N -0.927581 -1.117305 1.704277 -0.093 0.244 -0.155
C 0.392619 0.862595 1.650777 0.833 0.461 -0.721
C 3.398419 0.330295 -1.935323 0.361 0.019 -0.349
C -4.426281 -2.344905 -0.690323 0.278 -0.502 -0.051
C 4.088219 1.507995 -1.634223 -0.146 -0.142 0.034
C -1.536681 0.600595 3.245477 0.350 -0.098 -0.259
C 0.995419 2.048695 2.339177 0.021 -0.188 -0.134
C 3.771819 -0.425805 -3.050123 -0.182 0.038 0.266
C 4.804019 0.007495 -3.861323 0.067 0.022 -0.055
C 2.266119 -0.078405 -1.106723 -0.399 0.703 1.129
C -1.842381 -1.915205 2.246477 -0.122 -0.053 0.189
C -0.731481 0.126395 2.203577 -0.551 -0.543 0.336
C -2.496781 -0.226005 3.795277 -0.016 -0.269 -0.159
C 5.116419 1.931795 -2.448823 0.075 0.010 -0.074
C -3.107981 -2.660505 -0.810723 -0.506 -0.406 0.031
C 5.469119 1.189395 -3.567123 -0.054 -0.007 0.038
C -2.644281 -1.518405 3.301077 0.107 0.187 0.098
C -2.845581 0.929095 -0.543523 0.048 0.018 -0.008
C -3.223781 -0.503005 -0.628023 0.107 0.375 -0.037
H -1.787081 1.035095 -0.797023 -0.206 0.025 0.050
H -1.401181 1.602095 3.616677 0.105 0.134 0.065
H -2.644981 -3.618905 -0.944423 -0.011 -0.138 0.010
H -5.299881 -2.964905 -0.683323 -0.125 -0.058 -0.032
H 0.289919 2.880095 2.344977 -0.011 0.069 0.012
H -3.113781 0.121895 4.610377 -0.048 0.038 0.031
H -5.318781 -0.435105 -0.461923 0.096 0.026 -0.061
H 1.894019 2.349195 1.804377 -0.058 0.020 0.052
H 3.800919 2.073895 -0.762523 -0.005 0.060 0.024
H 1.251319 1.812195 3.371377 0.005 0.000 0.043
H -3.356481 -2.203505 3.732077 -0.048 -0.075 -0.003
H -3.433281 1.522895 -1.239323 -0.042 0.078 -0.046
H 6.261919 1.540195 -4.209723 0.097 -0.018 -0.066
H 5.644319 2.844295 -2.218023 0.044 0.076 0.018
H -1.923181 -2.910205 1.830577 -0.033 0.013 -0.076
H 5.095019 -0.569005 -4.727623 -0.024 -0.046 -0.025
H -3.007581 1.314995 0.462177 0.009 0.053 0.065
H 3.241119 -1.342405 -3.263423 -0.015 -0.034 -0.043


2.
8
Properties=species:S:1:pos:R:3:forces:R:3 method="wB97M-V/def2-TZVPD" s2=0.755 multiplicity=2 homo_energy_ha="-0.195 / -0.264" charge=0
Na 1.000542 -2.227556 -0.511545 -0.117 0.424 0.190
O 0.224462 -0.244486 -1.275606 1.840 -0.677 -1.218
O -0.045990 1.883966 -0.841353 0.792 1.310 -0.197
O -0.049498 0.441253 0.782006 2.082 -0.137 1.530
C 0.334771 0.739884 -0.476669 -5.699 -0.977 -0.648
C 0.380123 -0.838786 1.293950 -0.540 0.005 0.347
Li -1.759297 1.069074 -1.269118 1.413 0.065 0.203
H -0.085114 -0.823348 2.298335 0.230 -0.012 -0.209


3.
8
Properties=species:S:1:pos:R:3:forces:R:3 method="wB97M-V/def2-TZVPD" multiplicity=1 homo_energy_ha="-0.316 / -0.316" charge=0
S 1.810973 -1.809963 1.274533 -2.017 2.276 0.374
O -1.865367 1.348916 -1.785464 0.324 -0.010 -0.170
O 1.463154 -1.585547 2.718311 0.726 -0.735 -0.669
C -0.057421 -0.174476 -0.325582 -0.796 0.207 -0.179
C -0.903738 1.500231 -1.159759 2.017 -1.383 2.706
C 0.837754 -0.794587 0.414949 0.650 0.173 -0.814
H -0.400566 2.378377 -0.654149 -0.537 -0.599 -0.951
H -0.884789 -0.862951 -0.482840 -0.367 0.071 -0.297


4.
20
Properties=species:S:1:pos:R:3:forces:R:3 method="wB97M-V/def2-TZVPD" multiplicity=1 homo_energy_ha=-0.376 charge=0 smiles="CC[C@@]1(C)OC=N[C@H]1C#N"
O 1.592124 0.820875 0.564495 1.914 -1.212 -0.006
N -0.074202 -3.110759 -0.824775 -0.130 -1.015 0.318
N 2.182814 -0.595289 -1.126014 1.391 0.696 0.309
C -0.480293 -0.269967 1.146897 0.346 0.748 0.844
C 0.757617 -0.714723 -1.133333 -0.951 3.235 0.785
C -0.241775 1.838907 -0.456047 -2.249 -3.179 0.316
C -1.974792 -0.385421 0.916537 -2.258 0.088 -1.051
C 2.544211 0.179297 -0.169472 1.037 -0.459 -0.870
C 0.340338 0.406958 0.036595 -1.703 1.035 -1.023
C 0.391829 -2.070371 -0.864952 -0.717 -0.168 -0.214
H -0.155349 0.204360 2.104277 -0.536 -0.360 -0.601
H 0.387269 2.320303 -1.156221 0.823 0.469 -0.503
H -2.707854 -0.575344 1.799465 1.823 0.282 -1.202
H 0.191224 -0.442589 -2.062735 1.022 -0.073 0.400
H -0.182079 -1.296367 1.125157 0.769 -0.578 0.759
H -2.384717 0.530442 0.385188 0.336 -1.067 0.696
H -2.110455 -1.265639 0.200038 -0.154 1.190 0.866
H 3.671265 0.325669 0.032264 -2.242 0.128 0.029
H -0.503470 2.442254 0.411404 0.565 0.063 0.119
H -1.243705 1.657404 -0.928769 0.913 0.178 0.029